DFT (the ωB97M-V functional and the def2-TZVPD basis) results for 6 unconnected molecules or ions with the total composition C28H62N4O5.

XYZ file:
```
99
Properties=species:S:1:pos:R:3
C -1.1241 2.9246 -2.0872
C -1.3200 4.4475 -1.9644
N -2.0687 5.0311 -3.1457
C -1.7199 6.4738 -3.1446
C -0.4931 6.9025 -3.8021
C -3.5793 5.0074 -3.2425
C -4.3409 5.7028 -4.3598
H -0.5178 2.6242 -1.2327
H -0.4894 2.6445 -2.9279
H -1.9874 2.2768 -1.9347
H -1.9749 4.5396 -1.0980
H -0.3642 4.9696 -2.0102
H -2.4413 7.0970 -3.6731
H -1.8368 6.8166 -2.1165
H -0.3499 7.9821 -3.8495
H 0.4278 6.5239 -3.3587
H -0.5022 6.5422 -4.8308
H -3.8557 5.5651 -2.3477
H -3.9465 3.9857 -3.1452
H -4.2870 6.7870 -4.4584
H -5.4087 5.5087 -4.4606
H -4.0224 5.3177 -5.3285
C -1.2407 -4.6095 -2.1678
C 0.0807 -4.2266 -1.4295
N 1.0240 -3.4527 -2.3410
C 2.3159 -3.3736 -1.5993
C 3.4026 -4.3463 -2.0554
C 0.4756 -2.1901 -2.8420
C 0.4961 -1.9658 -4.3887
H -1.8693 -3.7642 -2.4479
H -1.7947 -5.2949 -1.5263
H -1.0073 -5.1560 -3.0815
H -0.2379 -3.4305 -0.7565
H 0.4033 -5.1411 -0.9317
H 2.8037 -2.4748 -1.9765
H 2.2486 -3.3439 -0.5118
H 4.2948 -4.2713 -1.4338
H 3.0949 -5.3872 -1.9556
H 3.7140 -4.1407 -3.0795
H 0.9730 -1.3798 -2.3089
H -0.5801 -2.0611 -2.6033
H -0.1758 -2.3822 -5.1392
H 1.4787 -2.2381 -4.7742
H 0.2480 -0.9056 -4.4393
C 0.7398 -1.2559 4.3245
C 0.8301 -2.6013 3.7137
N 0.6696 -2.5919 2.2262
C -0.7237 -2.2782 1.8125
C -0.9740 -2.2474 0.2996
C 1.2507 -3.8953 1.6657
C 2.7366 -4.1569 2.0049
H 0.9424 -1.4662 5.3747
H -0.2734 -0.8741 4.1994
H 1.5913 -0.5862 4.2045
H 1.8332 -2.9355 3.9785
H 0.1652 -3.3749 4.0977
H -1.5306 -2.8042 2.3226
H -0.9445 -1.3158 2.2742
H -1.0466 -3.2747 -0.0575
H -1.8852 -1.6951 0.0696
H -0.1451 -1.8105 -0.2572
H 1.1914 -3.6475 0.6059
H 0.7007 -4.8031 1.9138
H 3.2276 -3.2225 2.2765
H 3.2496 -4.5663 1.1346
H 2.7817 -4.8671 2.8305
O 2.8716 -0.5860 -1.6849
C 1.8846 -0.2507 -0.9463
C 1.8537 -0.3102 0.5576
C 0.6501 0.6842 0.8358
C -0.1923 0.5929 -0.4440
O 0.8071 0.4291 -1.4079
H 1.7431 -1.3820 0.7221
H 2.8197 -0.1979 1.0498
H 0.0016 0.3447 1.6434
H 0.9553 1.6747 1.1731
H -0.8287 -0.2881 -0.5273
H -0.8348 1.4649 -0.5663
O -5.3412 1.1737 2.7505
C -4.1735 0.8529 2.7620
C -3.3544 0.3177 3.9455
C -1.9255 0.3266 3.3046
C -2.1925 0.5013 1.8101
O -3.4750 0.9798 1.6675
H -3.6335 1.0584 4.6949
H -3.6664 -0.7197 4.0656
H -1.3140 1.1436 3.6876
H -1.4304 -0.6291 3.4770
H -1.6201 1.3548 1.4468
H -1.9864 -0.3953 1.2256
C 3.3983 0.4702 3.4154
C 4.2188 1.5849 3.8919
N 3.8236 2.4510 4.7333
O 5.4088 1.5379 3.6998
H 2.7743 0.1445 4.2476
H 4.0589 -0.3495 3.1325
H 2.8744 0.8399 2.5339
H 2.9862 2.2405 5.2572
H 4.5055 3.0761 5.1388
```

## Properties
- LUMO (eV) = 0.06
- total charge = 0
- ΔE to the lowest compared entry with this formula, charge and spin (kJ/mol) = 616.6
- molar mass (g/mol) = 534.83
- SMILES = CCN(CC)CC.CCN(CC)CC.CCN(CC)CC.O=C1CCCO1.O=C1CCCO1.CC(N)=O

Atomic partial charges in e from the Löwdin method, atoms 1 to 5: -0.084 -0.194 -0.156 -0.332 -0.111